{
  "formula": "C25H28N2O4",
  "method": "ωB97M-V with the def2-TZVPD basis set",
  "total_charge": 0,
  "homo_lumo_gap_ev": 7.76,
  "e_above_lowest_kcal_mol": 56.45,
  "e_lumo_ha": -0.0027,
  "elements": ["O", "O", "O", "O", "N", "N", "C", "C", "C", "C", "C", "C", "C", "C", "C", "C", "C", "C", "C", "C", "C", "C", "C", "C", "C", "C", "C", "C", "C", "C", "C", "H", "H", "H", "H", "H", "H", "H", "H", "H", "H", "H", "H", "H", "H", "H", "H", "H", "H", "H", "H", "H", "H", "H", "H", "H", "H", "H", "H"],
  "xyz": [[0.64930, 3.90855, 1.70398], [-3.06807, 3.14363, 5.30566], [6.36739, -4.23809, -4.17207], [0.11886, -3.95787, -3.39210], [-1.28141, 2.45862, 3.20908], [-1.29144, 1.52921, -0.33761], [0.23617, 2.63631, 1.28180], [-0.67184, -1.67163, -1.96576], [4.73926, -3.15950, -2.70952], [-3.73739, 1.51694, 0.23569], [-2.51556, -0.28976, -0.86973], [2.76666, -4.17080, -4.36936], [4.08778, -4.42999, -4.64548], [-0.87032, 2.78596, 0.21225], [7.42821, -3.76933, -3.37565], [0.59881, -1.90257, -2.34502], [-3.52318, 2.52934, 4.12346], [3.40736, -2.89008, -2.45039], [-1.16354, -0.50284, -1.30839], [-0.24215, 1.76451, 2.45902], [2.40263, -3.38163, -3.27592], [-0.47355, 0.63864, -0.95718], [-2.55479, 0.99245, -0.27352], [-4.83956, -0.53795, -0.41166], [0.95659, -3.14793, -3.02407], [5.09383, -3.92415, -3.81710], [-4.87082, 0.73481, 0.16161], [-3.67543, -1.05757, -0.93336], [-0.79813, 3.03796, 4.45600], [-1.90839, 3.90101, 5.05725], [-2.44631, 1.63772, 3.50418], [1.98409, -4.56913, -4.99738], [-0.09797, 4.31329, 2.16266], [-1.39571, -2.45120, -2.16772], [-3.66077, -2.03727, -1.38533], [-0.62775, 0.82352, 2.05968], [-2.82597, 1.19584, 2.58151], [-0.48963, 3.43902, -0.58200], [4.37755, -5.02868, -5.49450], [1.37455, -1.17070, -2.18467], [3.15775, -2.31558, -1.57050], [-2.14328, 4.72592, 4.36575], [7.36757, -4.15951, -2.35452], [-3.81740, 3.30004, 3.39406], [7.45654, -2.67523, -3.34635], [8.33686, -4.13947, -3.84781], [1.12205, 2.17430, 0.83416], [5.49112, -2.77199, -2.03951], [-1.73156, 3.26792, 0.67911], [0.61882, 1.53050, 3.09760], [0.08421, 3.65017, 4.26349], [-5.80300, 1.11563, 0.55137], [-2.20041, 0.82846, 4.21259], [-3.78233, 2.50554, 0.66785], [-5.74993, -1.11706, -0.45013], [-4.39878, 1.94032, 4.39940], [0.55872, 0.87785, -1.12426], [-0.52742, 2.25006, 5.18069], [-1.59889, 4.31348, 6.01871]]
}

{
  "formula": "C12H48F2FeN25O16S2",
  "method": "ωB97M-V with the def2-TZVPD basis set",
  "total_charge": 1,
  "multiplicity": 9,
  "homo_lumo_gap_ev": [3.85, 0.67],
  "s_squared": 20.0215,
  "e_lumo_ha": [-0.1181, -0.3443],
  "elements": ["Fe", "S", "S", "F", "F", "O", "O", "O", "O", "O", "O", "O", "O", "O", "O", "O", "O", "O", "O", "O", "O", "N", "N", "N", "N", "N", "N", "N", "N", "N", "N", "N", "N", "N", "N", "N", "N", "N", "N", "N", "N", "N", "N", "N", "N", "N", "C", "C", "C", "C", "C", "C", "C", "C", "C", "C", "C", "C", "H", "H", "H", "H", "H", "H", "H", "H", "H", "H", "H", "H", "H", "H", "H", "H", "H", "H", "H", "H", "H", "H", "H", "H", "H", "H", "H", "H", "H", "H", "H", "H", "H", "H", "H", "H", "H", "H", "H", "H", "H", "H", "H", "H", "H", "H", "H", "H"],
  "xyz": [[-8.70238, -3.27563, 17.68417], [-8.63799, -4.62708, 12.97022], [-9.98091, -6.21114, 13.82534], [-10.81173, -6.62464, 15.13944], [-7.91327, -3.21253, 13.40219], [-9.29448, 1.04683, 7.67537], [-15.09270, -10.46139, 20.24990], [-9.23089, -7.49778, 13.66613], [-12.72931, -3.31486, 18.89409], [-9.47149, -4.00299, 11.93607], [-11.15429, -5.98230, 12.96210], [-7.52950, -6.84491, 19.67451], [-7.51803, -5.40990, 12.50638], [-4.43089, -2.98452, 17.47101], [-4.21893, -3.16096, 5.65589], [-14.47627, -1.77505, 12.30369], [-4.02321, -13.12271, 11.54478], [-0.34079, -6.40138, 11.39520], [-10.08276, -7.25122, 8.44529], [-17.90502, -8.88562, 14.59414], [-9.41491, 0.64655, 16.49479], [-12.17367, -7.67200, 7.93326], [-16.93334, -6.92264, 14.90020], [-13.55422, -11.50065, 19.13882], [-2.75832, -2.55947, 15.97724], [-5.07552, -1.96260, 7.28273], [-6.23104, -8.52717, 20.03889], [-6.30813, -3.42881, 6.30211], [0.24280, -5.26948, 9.56477], [-15.97644, -8.42658, 13.62967], [-2.29237, -2.83125, 17.97397], [-14.31221, -4.74899, 19.47267], [-7.09668, -7.53436, 21.76811], [-9.35843, 2.83279, 16.05580], [-1.80074, -5.45252, 10.08611], [-5.30968, -11.31632, 10.98568], [-14.33606, -2.81833, 20.29260], [-10.41202, 2.93711, 7.66234], [-13.41928, -11.53846, 21.29481], [-10.52096, 1.68977, 9.34568], [-10.85896, -6.83748, 6.45552], [-16.53669, -2.53538, 11.82012], [-5.30302, -11.95887, 13.03218], [-14.98007, -3.01049, 10.64691], [-9.11240, -4.82804, 14.40452], [-10.96137, 1.68466, 15.36056], [-9.84368, 1.65194, 15.95624], [-15.28609, -2.42874, 11.68473], [-9.98265, 1.93324, 8.19711], [-7.03204, -7.61881, 20.43123], [-10.96204, -7.33460, 7.63698], [-4.80539, -12.23807, 11.80406], [-3.26304, -2.83556, 17.16048], [-13.72102, -3.61087, 19.54927], [-0.59091, -5.75795, 10.39935], [-5.14117, -2.83961, 6.37048], [-16.92829, -8.12843, 14.44746], [-14.12885, -11.15174, 20.24790], [1.24407, -5.22692, 9.69016], [-5.08194, -12.55008, 13.82065], [-4.74904, -10.98068, 10.21553], [0.03718, -5.06797, 8.59668], [-12.69758, -12.02390, 19.25047], [-15.41918, -7.64733, 13.30979], [-11.16177, 2.26653, 9.87181], [-17.15279, -2.64149, 11.02686], [-16.23638, -6.30118, 14.51533], [-12.68100, -12.22750, 21.31131], [-6.90590, -3.26531, 7.09963], [-9.81946, 3.68444, 15.76902], [-13.62347, -11.03959, 22.14892], [-7.53473, -6.65902, 22.01710], [-10.44414, 0.75040, 9.70871], [-5.71604, -9.09878, 20.69321], [-1.65622, -2.11302, 17.65845], [-12.92444, -7.40630, 7.31210], [-15.22940, -4.96739, 19.83485], [-2.45030, -6.00249, 10.62991], [-6.02289, -8.48741, 19.05138], [-13.94415, -11.03589, 18.33132], [-6.39126, -4.15097, 5.60092], [-5.97703, -11.22786, 13.20951], [-6.27539, -7.75110, 22.31456], [-4.16233, -1.53120, 7.29149], [-10.73196, 3.65807, 8.29316], [-3.38793, -2.37088, 15.21036], [-11.74477, -6.83532, 5.97031], [-16.92142, -2.00226, 12.58685], [-10.10437, 3.06765, 6.70924], [-5.85340, -1.57101, 7.79424], [-15.75223, -3.58560, 10.34178], [-11.14207, 2.50019, 14.79280], [-2.25033, -3.02887, 18.96356], [-17.61748, -6.71273, 15.61293], [-15.18335, -3.21579, 20.67239], [-8.35333, 2.81010, 16.15257], [-1.83430, -2.88467, 15.73117], [-14.03136, -5.08893, 18.56401], [-6.01117, -10.71906, 11.39956], [-12.35972, -7.96209, 8.88264], [-2.05727, -4.91715, 9.26901], [-14.01201, -3.29589, 10.68573], [-10.10663, -6.29196, 6.05990], [-11.22522, 0.79380, 14.96451], [-15.91624, -9.38772, 13.32522], [-14.15880, -1.82563, 20.34941]]
}

{
  "formula": "C5H9FO",
  "method": "ωB97M-V with the def2-TZVPD basis set",
  "total_charge": 0,
  "homo_lumo_gap_ev": 10.19,
  "e_above_lowest_kcal_mol": 123.78,
  "e_lumo_ha": 0.0338,
  "elements": ["F", "O", "C", "C", "C", "C", "C", "H", "H", "H", "H", "H", "H", "H", "H", "H"],
  "xyz": [[-1.70424, -0.38757, 0.95831], [0.59541, -1.59134, 1.63681], [0.48853, -0.70024, -0.83224], [1.27920, -1.06753, 0.42937], [-0.96907, 0.78272, 0.68259], [0.16258, 0.68036, -0.27747], [-1.08357, 1.38922, -0.80090], [1.92828, 0.01118, 0.53057], [-0.95073, 1.62948, 1.44366], [-0.62367, -1.34449, 1.19855], [1.79963, -1.95148, 0.08483], [-0.40237, -1.45609, -0.75690], [-1.81626, 1.02684, -1.51084], [1.06032, 1.37078, -0.03242], [-0.91642, 2.49807, -1.02300], [1.15237, -0.88992, -1.73092]]
}

{
  "formula": "C6H10N2O",
  "method": "ωB97M-V with the def2-TZVPD basis set",
  "total_charge": 0,
  "homo_lumo_gap_ev": 10.47,
  "e_above_lowest_kcal_mol": 35.01,
  "e_lumo_ha": 0.0344,
  "elements": ["O", "N", "N", "C", "C", "C", "C", "C", "C", "H", "H", "H", "H", "H", "H", "H", "H", "H", "H"],
  "xyz": [[2.14657, -0.17318, 0.76001], [-1.14946, -1.13747, -0.67744], [-0.05955, 0.28630, 1.04149], [1.16993, -1.72280, -1.71340], [-1.15329, 0.55768, 1.94553], [-0.40236, 0.11571, -0.34833], [1.20164, 0.10193, 1.46237], [0.05754, -1.07656, -1.04277], [-0.73556, 1.39579, -1.07853], [-1.61106, 1.87460, -0.64366], [-0.81796, 0.43755, 2.97379], [0.10855, 2.08115, -1.02006], [-0.94587, 1.17907, -2.12283], [-1.96487, -0.14347, 1.74491], [1.29926, 0.23920, 2.55578], [0.93446, -2.75706, -1.95548], [2.04391, -1.66218, -1.06442], [1.40078, -1.17292, -2.62633], [-1.52264, 1.57668, 1.80937]]
}

{
  "formula": "C12H18N6",
  "method": "ωB97M-V with the def2-TZVPD basis set",
  "total_charge": -1,
  "multiplicity": 2,
  "homo_lumo_gap_ev": [2.20, 11.38],
  "e_above_lowest_kcal_mol": 0.00,
  "s_squared": 0.7502,
  "e_lumo_ha": [0.0951, 0.0935],
  "elements": ["N", "N", "N", "N", "N", "N", "C", "C", "C", "C", "C", "C", "C", "C", "C", "C", "C", "C", "H", "H", "H", "H", "H", "H", "H", "H", "H", "H", "H", "H", "H", "H", "H", "H", "H", "H"],
  "xyz": [[1.19215, -2.72766, -2.07239], [-3.56924, 4.77161, 3.41551], [-1.00305, -3.18570, 1.63438], [3.69795, -0.65319, -0.84869], [-6.15399, 3.81075, -0.22647], [-0.96954, 1.95838, 0.94897], [-3.65832, 3.82734, -1.16417], [1.43800, -3.86663, 0.92615], [-3.91640, 3.72514, 3.19558], [-4.36258, 2.37273, 2.72314], [0.07235, -3.51505, 1.33033], [-5.06083, 3.78360, -0.64723], [5.08074, -1.78347, 1.05069], [0.49931, 0.13606, -0.18967], [2.64111, -1.64087, -3.97586], [1.82439, -2.24563, -2.91805], [4.30133, -1.14175, -0.00946], [-0.33001, 1.18321, 0.42847], [6.11187, -1.92706, 0.72783], [0.33316, -0.06058, -1.24883], [4.59926, -2.75642, 1.14900], [-5.09260, 2.51182, 1.92575], [5.03774, -1.18151, 1.95838], [-3.44894, 1.89689, 2.36684], [3.46214, -1.01949, -3.61824], [1.94795, -1.00783, -4.52984], [0.47506, -0.84608, 0.28248], [-3.08138, 3.05058, -0.66229], [-3.82786, 3.52802, -2.19847], [2.04165, -4.34939, 1.69469], [-3.17379, 4.80054, -1.08530], [2.97077, -2.40498, -4.67982], [1.49068, 0.57871, -0.09305], [1.90240, -2.89776, 0.74249], [1.38864, -4.59320, 0.11512], [-4.86004, 1.86892, 3.55187]]
}

{
  "formula": "Cl2H4OSi2",
  "method": "ωB97M-V with the def2-TZVPD basis set",
  "total_charge": 0,
  "homo_lumo_gap_ev": 9.69,
  "e_above_lowest_kcal_mol": 60.87,
  "e_lumo_ha": 0.0015,
  "elements": ["Cl", "Cl", "Si", "Si", "O", "H", "H", "H", "H"],
  "xyz": [[-3.12499, 1.21801, 2.28873], [2.18746, -0.64580, 1.45452], [-2.74832, 1.89749, 0.32560], [2.08340, -0.72404, -0.61969], [-2.25731, 0.55774, -0.28087], [-1.95433, -0.12786, 0.18444], [1.86030, 0.54710, -1.40714], [3.22777, -1.43502, -1.22303], [0.72602, -1.28763, -0.72256]]
}

> Number 4 is which compound?

C6H10N2O